Entry 1:
This record from the Open Molecules 2025 dataset describes C37H38CrF5GeN2S as an isolated structure. The level of theory is wB97M-V/def2-TZVPD.

As for the charge: -1. As for the multiplicity: 5. As for the total energy: -151324.7966 eV.

Each line ends with the Löwdin spin population.
Element x y z (Å)
Cr  0.913  -0.908  -0.296  3.827
C  0.661  -3.990  -0.726  0.011
C  0.717  -3.302  0.625  0.008
C  1.918  -3.287  1.368  0.012
C  3.127  -4.014  0.834  0.001
C  1.946  -2.651  2.613  0.012
C  3.246  -2.493  3.367  0.001
C  0.768  -2.113  3.152  0.013
C  0.771  -1.462  4.513  0.002
C  -0.426  -2.153  2.431  0.006
C  -1.673  -1.518  2.984  0.002
C  -0.459  -2.761  1.166  0.011
C  -1.761  -2.880  0.411  0.007
H  0.252  -5.002  -0.625  0.001
H  1.641  -4.071  -1.185  0.000
H  0.026  -3.448  -1.427  0.004
H  3.653  -3.447  0.062  0.000
H  2.832  -4.963  0.387  0.000
H  3.837  -4.246  1.623  0.000
H  3.365  -3.238  4.159  0.001
H  3.307  -1.513  3.840  0.000
H  4.108  -2.576  2.708  0.000
H  0.752  -0.372  4.421  0.001
H  1.640  -1.735  5.106  0.000
H  -0.113  -1.748  5.083  0.000
H  -2.263  -2.232  3.569  0.000
H  -2.291  -1.130  2.178  0.000
H  -1.439  -0.671  3.624  0.000
H  -1.932  -2.012  -0.231  0.003
H  -2.607  -2.939  1.094  0.001
H  -1.780  -3.774  -0.210  0.000
F  6.045  -0.256  -4.610  0.000
C  4.777  -0.301  -4.176  0.001
C  4.417  -1.145  -3.142  0.000
F  5.336  -1.931  -2.561  0.000
C  3.102  -1.173  -2.710  0.004
F  2.814  -2.030  -1.700  0.012
C  2.086  -0.383  -3.252  0.008
S  0.436  -0.415  -2.695  0.025
C  2.493  0.451  -4.302  0.001
F  1.607  1.240  -4.910  0.000
C  3.801  0.499  -4.756  0.000
F  4.138  1.322  -5.755  0.000
N  2.798  1.380  0.566  0.010
N  3.015  -0.028  0.396  0.024
H  3.213  1.689  1.442  0.001
H  1.755  1.459  0.657  0.005
H  3.109  -0.512  1.286  0.003
H  3.872  -0.166  -0.124  0.002
C  -0.048  0.539  0.702  -0.045
Ge  -1.393  1.623  -0.032  0.004
C  -2.239  2.778  1.350  -0.004
C  -1.444  3.289  2.373  0.000
C  -1.969  4.113  3.357  0.000
C  -3.317  4.445  3.343  0.001
C  -4.127  3.946  2.334  0.000
C  -3.587  3.125  1.352  0.000
C  -0.856  2.886  -1.475  0.002
C  -1.802  3.537  -2.259  0.001
C  -1.429  4.446  -3.238  0.000
C  -0.086  4.726  -3.449  0.000
C  0.872  4.090  -2.674  0.000
C  0.485  3.183  -1.699  0.002
C  -2.918  0.638  -0.892  0.004
C  -3.982  0.097  -0.172  0.001
C  -4.891  -0.777  -0.749  0.000
C  -4.746  -1.147  -2.078  0.001
C  -3.697  -0.617  -2.818  0.000
C  -2.806  0.270  -2.232  0.002
H  -0.209  0.440  1.784  0.002
H  -0.392  3.024  2.399  0.000
H  -1.325  4.499  4.139  0.000
H  -3.730  5.088  4.110  0.000
H  -5.181  4.198  2.307  0.000
H  -4.237  2.751  0.567  0.000
H  -2.857  3.320  -2.118  0.000
H  -2.187  4.933  -3.841  0.000
H  0.211  5.429  -4.218  0.000
H  1.924  4.293  -2.835  0.000
H  1.240  2.674  -1.107  0.001
H  -4.107  0.353  0.877  0.000
H  -5.708  -1.178  -0.159  0.000
H  -5.446  -1.837  -2.534  0.000
H  -3.566  -0.897  -3.858  0.000
H  -1.994  0.669  -2.832  0.000

=====

Entry 2:
This record from the Open Molecules 2025 dataset describes C37H38FN6O4STi as an isolated structure. The level of theory is wB97M-V/def2-TZVPD.

As for the charge: -1. As for the multiplicity: 3. As for the total energy: -92788.6404 eV.

Each line ends with the Löwdin spin population.
Element x y z (Å)
Ti  -0.347  -0.999  0.061  0.217
C  4.364  0.441  2.196  0.037
C  3.835  -0.838  2.335  -0.001
C  2.465  -1.036  2.313  0.031
C  1.592  0.041  2.150  0.010
C  2.126  1.327  2.039  0.036
C  3.498  1.518  2.052  -0.002
N  0.201  -0.224  2.067  0.283
N  -0.505  0.870  2.333  0.338
C  -1.842  0.736  2.612  0.027
C  -2.610  1.913  2.462  0.049
C  -3.954  1.880  2.735  0.004
C  -4.522  0.685  3.176  0.064
C  -3.682  -0.403  3.335  -0.004
N  -2.378  -0.406  3.073  0.068
H  5.436  0.594  2.204  0.003
H  4.494  -1.689  2.455  -0.001
H  2.054  -2.031  2.409  0.001
H  1.450  2.160  1.909  0.004
H  3.893  2.521  1.935  -0.001
H  -2.111  2.809  2.118  0.002
H  -4.562  2.767  2.603  -0.001
H  -5.576  0.602  3.398  0.005
H  -4.090  -1.339  3.706  -0.001
C  6.240  0.531  -2.656  0.000
C  5.283  1.711  -2.707  0.006
C  5.911  2.945  -2.072  0.002
C  5.010  4.149  -2.271  0.001
C  3.601  3.839  -1.836  0.031
C  2.738  4.892  -1.510  0.112
C  1.467  4.601  -1.066  0.011
F  0.645  5.632  -0.747  -0.007
C  1.005  3.318  -0.914  0.088
C  1.854  2.245  -1.240  0.015
C  1.419  0.906  -1.041  0.225
O  0.220  0.722  -0.524  0.050
C  2.335  -0.148  -1.362  0.024
C  3.556  0.169  -1.864  0.093
N  4.003  1.440  -2.043  0.083
C  3.162  2.527  -1.718  0.042
C  2.114  -1.610  -1.140  0.004
O  2.728  -2.468  -1.729  0.014
O  1.240  -1.911  -0.167  -0.006
H  7.197  0.848  -3.070  0.000
H  5.896  -0.321  -3.240  0.000
H  6.401  0.206  -1.627  0.000
H  5.072  1.947  -3.760  0.003
H  6.892  3.117  -2.518  0.000
H  6.057  2.749  -1.005  0.000
H  5.023  4.445  -3.325  0.000
H  5.381  5.005  -1.702  0.000
H  3.066  5.920  -1.588  0.008
H  0.015  3.118  -0.531  0.007
H  4.222  -0.635  -2.123  0.006
O  -2.255  -3.105  -2.970  0.007
S  -1.155  -2.145  -3.100  0.007
N  -0.667  -1.370  -1.954  0.003
C  -6.490  -2.600  -1.271  0.000
C  -5.291  -1.758  -0.922  0.000
C  -5.279  -0.397  -1.202  0.001
C  -4.154  0.366  -0.906  0.000
C  -4.087  1.832  -1.233  0.000
C  -3.076  -0.252  -0.299  0.000
C  -3.051  -1.621  0.015  0.000
C  -4.189  -2.360  -0.332  0.001
N  -1.878  -2.101  0.581  -0.003
C  -1.788  -3.445  1.189  0.000
C  -2.978  -3.739  2.115  0.000
C  -0.541  -3.477  2.078  0.001
C  -1.647  -4.515  0.101  0.000
H  -7.171  -2.062  -1.930  0.000
H  -7.045  -2.884  -0.373  0.000
H  -6.184  -3.519  -1.774  0.000
H  -6.140  0.068  -1.669  0.000
H  -5.008  2.171  -1.707  0.000
H  -3.256  2.039  -1.910  0.000
H  -3.926  2.423  -0.330  0.000
H  -2.233  0.397  -0.056  0.000
H  -4.209  -3.429  -0.191  0.000
H  -3.210  -2.856  2.706  0.000
H  -2.698  -4.543  2.800  0.000
H  -3.874  -4.058  1.588  0.000
H  -0.608  -2.708  2.848  0.001
H  0.366  -3.325  1.496  0.000
H  -0.461  -4.461  2.546  0.000
H  -2.449  -4.462  -0.633  0.000
H  -1.642  -5.511  0.554  0.000
H  -0.708  -4.377  -0.438  0.000

=====

Entry 3:
This record from the Open Molecules 2025 dataset describes a 2-piece molecular cluster, C37H38NSi overall. The level of theory is wB97M-V/def2-TZVPD.

As for the charge: +1. As for the multiplicity: 1. As for the total energy: -48347.3636 eV.

Each line ends with the Mulliken charge.
Element x y z (Å)
C  -5.532  -2.973  0.416  -1.449
C  -4.123  -2.490  0.392  1.111
C  -3.844  -1.129  0.365  -0.794
C  -2.549  -0.670  0.362  -0.912
C  -1.447  -1.556  0.385  1.289
C  -0.141  -0.995  0.399  -0.663
C  1.164  -1.557  0.374  1.323
C  2.265  -0.671  0.365  -0.548
C  3.560  -1.131  0.372  -0.733
C  3.838  -2.492  0.393  1.043
C  5.248  -2.976  0.419  -1.448
C  2.767  -3.379  0.379  -1.180
C  1.468  -2.934  0.359  -0.401
C  -1.753  -2.933  0.397  -0.274
C  -3.052  -3.377  0.402  -1.131
H  -5.585  -4.064  0.421  0.353
H  -6.047  -2.612  1.310  0.358
H  -6.076  -2.616  -0.460  0.354
H  -4.664  -0.432  0.346  0.472
H  -2.360  0.391  0.338  0.562
H  -0.141  0.081  0.451  0.381
H  2.078  0.388  0.346  0.316
H  4.380  -0.434  0.360  0.462
H  5.300  -4.067  0.424  0.353
H  5.792  -2.619  -0.458  0.359
H  5.762  -2.613  1.313  0.348
H  2.966  -4.437  0.379  0.366
H  0.694  -3.670  0.316  0.345
H  -0.978  -3.670  0.413  0.345
H  -3.251  -4.435  0.411  0.351
C  1.254  4.508  -0.930  -0.558
C  0.990  5.863  -0.965  -0.793
C  0.316  6.459  0.083  -0.343
C  -0.080  5.709  1.171  0.106
Si  -0.996  6.477  2.595  -0.086
C  -1.209  8.294  2.286  0.554
C  -2.471  8.843  2.213  -0.647
C  -2.623  10.200  2.004  -0.723
C  -1.509  11.004  1.867  -0.563
C  -0.245  10.453  1.930  -0.912
C  -0.098  9.097  2.138  -0.059
C  -2.665  5.679  2.728  0.082
C  -3.300  5.194  1.604  -0.143
C  -4.554  4.622  1.709  -0.861
C  -5.170  4.536  2.942  -0.454
C  -4.537  5.025  4.066  -0.811
C  -3.285  5.598  3.956  -0.205
C  -0.057  6.218  4.227  0.318
C  1.349  6.822  4.225  -0.703
C  2.208  5.841  5.040  -0.701
C  1.492  4.488  4.909  -0.619
N  0.099  4.765  4.489  -0.303
C  0.181  4.355  1.201  -0.171
C  0.844  3.752  0.149  -0.055
H  1.784  4.043  -1.744  0.398
H  1.310  6.455  -1.807  0.427
H  0.088  7.511  0.054  0.489
H  -3.331  8.204  2.319  0.368
H  -3.609  10.629  1.947  0.416
H  -1.625  12.062  1.708  0.399
H  0.626  11.078  1.819  0.417
H  0.885  8.657  2.171  0.443
H  -2.809  5.266  0.647  0.435
H  -5.051  4.244  0.831  0.449
H  -6.146  4.090  3.027  0.402
H  -5.017  4.960  5.030  0.419
H  -2.789  5.988  4.828  0.378
H  -0.666  6.684  5.013  0.510
H  1.700  6.887  3.190  0.083
H  1.359  7.840  4.634  0.359
H  3.242  5.798  4.678  0.344
H  2.259  6.152  6.091  0.310
H  1.961  3.867  4.139  0.204
H  1.521  3.913  5.841  0.375
H  -0.594  4.438  5.168  0.335
H  -0.136  3.781  2.055  0.547
H  1.044  2.694  0.173  0.184

=====

Entry 4:
This record from the Open Molecules 2025 dataset describes C37H39Cl4N2O2Sr as an isolated structure in a non-equilibrium geometry. The level of theory is wB97M-V/def2-TZVPD.

As for the charge: -1. As for the multiplicity: 1. As for the total energy: -97006.6967 eV.

Each line ends with the Mulliken charge.
Element x y z (Å)
Sr  1.127  1.104  0.115  1.453
Cl  3.176  7.865  0.414  -0.246
C  3.135  6.177  0.071  0.536
C  3.996  5.740  -0.892  -0.106
Cl  5.022  6.706  -1.872  -0.225
C  4.004  4.346  -1.155  0.121
Cl  5.047  3.649  -2.370  -0.231
C  3.082  3.478  -0.594  -0.219
O  3.030  2.183  -0.829  -0.768
C  2.203  3.997  0.395  0.390
O  1.341  3.191  1.035  -0.927
C  2.208  5.322  0.673  -0.043
Cl  1.049  6.019  1.740  -0.226
C  -2.444  -1.051  3.098  -1.573
C  -1.703  0.018  2.304  2.203
C  -0.722  0.794  3.279  -1.607
C  -2.655  0.957  1.597  0.878
C  -3.706  1.509  2.283  -0.216
C  -4.525  2.526  1.718  -1.508
C  -4.228  2.972  0.456  -0.282
C  -3.253  2.297  -0.368  0.466
C  -2.865  2.955  -1.753  0.826
C  -1.980  4.159  -1.500  -1.224
C  -4.098  3.326  -2.606  -1.581
C  -2.497  1.276  0.239  -0.566
N  -1.498  0.539  -0.443  0.873
C  -1.751  -0.091  -1.511  -0.823
C  -0.897  -0.989  -2.201  0.830
C  -1.442  -1.474  -3.422  -1.060
C  -0.778  -2.386  -4.286  -1.081
C  0.492  -2.834  -3.881  -0.591
C  0.981  -2.541  -2.607  -0.910
C  0.265  -1.644  -1.690  1.168
N  0.701  -1.437  -0.390  0.869
C  1.377  -2.620  0.130  -1.629
C  0.738  -3.850  0.352  0.378
C  1.573  -4.979  0.747  -0.171
C  2.926  -4.826  0.855  -1.670
C  3.481  -3.551  0.767  -0.277
C  2.774  -2.438  0.456  0.555
C  3.413  -1.102  0.544  0.957
C  3.005  -0.489  1.927  -1.183
C  4.961  -0.997  0.291  -1.837
C  -0.788  -3.945  0.291  1.776
C  -1.307  -4.521  1.626  -1.750
C  -1.146  -4.991  -0.796  -1.669
H  -1.811  -1.801  3.672  0.257
H  -3.110  -1.617  2.419  0.359
H  -3.088  -0.559  3.786  0.420
H  -1.115  -0.517  1.562  -0.934
H  -1.119  1.233  4.157  0.431
H  -0.298  1.591  2.658  0.289
H  0.094  0.164  3.611  0.362
H  -3.908  1.211  3.286  0.356
H  -5.292  3.027  2.287  0.383
H  -4.798  3.765  -0.080  0.116
H  -2.259  2.181  -2.185  0.145
H  -2.443  4.977  -0.948  0.296
H  -1.662  4.570  -2.493  0.385
H  -1.098  3.872  -0.903  0.241
H  -4.736  4.083  -2.080  0.265
H  -4.720  2.412  -2.770  0.355
H  -3.743  3.665  -3.586  0.459
H  -2.733  -0.013  -2.025  0.242
H  -2.364  -1.017  -3.760  0.347
H  -1.082  -2.606  -5.296  0.382
H  1.084  -3.484  -4.523  0.399
H  1.898  -2.965  -2.222  0.417
H  1.117  -5.980  0.891  0.260
H  3.551  -5.622  1.053  0.497
H  4.480  -3.393  1.148  0.246
H  3.027  -0.539  -0.297  0.125
H  3.273  -1.263  2.688  0.370
H  1.888  -0.422  2.091  0.014
H  3.387  0.510  2.107  0.425
H  5.524  -1.622  0.973  0.387
H  5.369  0.035  0.348  0.317
H  5.151  -1.391  -0.746  0.399
H  -1.147  -2.912  0.149  -0.520
H  -1.029  -5.531  1.826  0.469
H  -2.384  -4.600  1.616  0.446
H  -1.021  -4.020  2.544  0.330
H  -1.074  -6.035  -0.404  0.364
H  -0.499  -4.987  -1.649  0.363
H  -2.136  -4.750  -1.146  0.456

=====

Entry 5:
This record from the Open Molecules 2025 dataset describes C37H39ClFN5O5Ti as an isolated structure in a non-equilibrium geometry. The level of theory is wB97M-V/def2-TZVPD.

As for the multiplicity: 1. As for the total energy: -95046.7654 eV.

Each line ends with the Mulliken charge.
Element x y z (Å)
Ti  1.026  -0.815  2.033  -0.661
O  4.925  -3.236  5.193  -0.661
C  5.356  -3.322  3.955  0.441
C  6.619  -3.853  3.706  -0.759
C  7.097  -3.881  2.431  -0.146
C  6.432  -3.391  1.321  -1.130
C  5.188  -2.850  1.585  0.008
C  4.619  -2.850  2.849  0.154
C  3.231  -2.378  2.948  0.789
O  2.694  -1.914  1.843  0.101
N  2.599  -2.442  4.113  -1.176
N  1.311  -1.984  3.901  0.223
C  0.485  -2.278  4.851  -0.470
C  -0.906  -1.822  4.833  0.360
C  -1.753  -2.245  5.888  -0.901
C  -3.134  -1.921  5.861  -0.580
C  -3.663  -1.147  4.835  -0.679
C  -2.804  -0.740  3.834  -0.551
C  -1.441  -1.177  3.741  0.876
O  -0.752  -0.898  2.694  0.449
H  3.964  -2.965  5.240  0.509
H  7.115  -4.364  4.565  0.361
H  8.161  -4.251  2.315  0.256
H  6.993  -3.508  0.379  0.378
H  4.695  -2.481  0.721  0.315
H  0.859  -2.886  5.646  0.405
H  -1.358  -2.790  6.703  0.449
H  -3.777  -2.421  6.581  0.363
H  -4.732  -0.958  4.804  0.428
H  -3.232  -0.199  2.943  0.079
C  1.875  1.779  3.161  -0.736
O  2.097  0.589  2.539  -0.424
H  2.816  2.347  3.167  0.226
H  1.575  1.575  4.180  0.299
H  1.042  2.331  2.682  0.199
C  0.399  4.121  -4.666  -1.758
C  -1.040  4.026  -4.174  1.765
C  -2.064  3.794  -5.308  -1.721
C  -1.528  5.387  -3.568  -1.695
C  -1.219  2.920  -3.050  1.911
O  -2.543  3.086  -2.596  -0.617
C  -1.060  1.478  -3.662  -1.915
C  -1.372  0.168  -2.875  0.462
C  -2.774  -0.074  -2.427  -0.131
C  -3.810  0.105  -3.349  -0.291
C  -5.126  -0.101  -2.943  -0.827
C  -5.426  -0.490  -1.642  0.098
Cl  -7.108  -0.673  -1.106  -0.241
C  -4.375  -0.730  -0.735  -1.550
C  -3.054  -0.432  -1.147  1.457
C  -0.196  3.276  -1.910  -1.735
N  -0.262  2.383  -0.677  0.828
C  0.547  1.435  -0.234  -0.622
N  0.027  0.865  0.841  1.454
C  -1.135  1.514  1.054  -1.142
N  -1.390  2.428  0.128  -0.829
H  0.533  4.967  -5.356  0.440
H  0.630  3.163  -5.177  0.331
H  0.995  4.175  -3.773  0.410
H  -2.260  4.768  -5.808  0.457
H  -3.060  3.544  -4.929  0.367
H  -1.708  3.068  -6.006  0.327
H  -1.955  6.123  -4.215  0.427
H  -0.766  5.995  -3.052  0.335
H  -2.270  5.167  -2.812  0.407
H  -2.763  2.526  -1.827  0.422
H  -0.044  1.392  -4.062  0.469
H  -1.706  1.431  -4.577  0.229
H  -0.654  0.098  -2.071  -1.054
H  -1.098  -0.641  -3.529  0.698
H  -3.662  0.255  -4.431  0.348
H  -5.917  0.068  -3.636  0.466
H  -4.640  -0.956  0.273  0.545
H  -2.291  -0.663  -0.383  0.184
H  -0.388  4.265  -1.530  0.202
H  0.795  3.171  -2.277  0.513
H  1.484  1.160  -0.703  0.506
H  -1.766  1.202  1.882  0.447
F  1.211  -3.396  -3.687  -0.390
C  1.108  -2.786  -2.486  0.573
C  -0.067  -2.840  -1.738  -0.902
C  -0.106  -2.203  -0.488  -0.085
C  0.996  -1.509  0.044  1.396
C  2.115  -1.531  -0.752  -0.125
C  2.210  -2.111  -1.993  -1.149
H  -0.846  -3.491  -2.086  0.512
H  -0.986  -2.394  0.147  0.166
H  3.019  -1.088  -0.342  0.423
H  3.143  -2.073  -2.611  0.406

=====

multiplicity of number 5 (C37H39ClFN5O5Ti)? 1

=====

What is the formula in the first record? C37H38CrF5GeN2S